Density functional theory data (ωB97M-V/def2-TZVPD) for a molecular structure, C12H17N2O3PtSbSe4.

Last column: natural (NBO) charge in e.
Geometry (Å):
H  0.87393  0.44340  2.13873  0.22
C  0.84611  0.36274  -1.82530  -0.67
C  1.22680  0.29882  1.12325  -0.41
H  0.90153  -2.33771  -2.41401  0.20
H  2.21518  -0.16044  1.10190  0.20
H  1.28131  1.25415  0.60671  0.24
H  -3.64096  -0.59608  -0.00612  0.36
H  0.48185  -1.55105  0.84383  0.45
C  0.37706  -4.61254  -1.06269  -0.60
O  -0.22529  2.84556  -0.00111  -0.62
C  -1.98326  0.54621  0.38402  -0.05
H  -0.01175  1.03668  -1.71355  0.26
Se  5.32617  6.68348  -2.40262  -0.81
C  -1.80111  1.98203  0.77610  0.78
O  -0.63217  2.35319  1.34985  -0.37
C  0.53829  -2.13089  -1.41054  -0.21
C  -1.68623  -1.89330  0.75353  -0.26
H  -3.83509  -2.19746  1.14222  0.18
H  -1.44561  -3.96959  0.66610  0.18
Se  5.25203  6.81528  1.75909  -0.80
Se  4.00816  3.47649  -0.12039  -0.39
C  0.63981  -0.84809  -0.98862  0.13
C  -1.04842  -3.03762  0.26482  -0.14
H  0.92866  0.07289  -2.87166  0.22
H  -0.30438  -5.35124  -0.63592  0.19
N  0.31234  -0.63377  0.41884  -0.40
N  -3.29735  0.34334  -0.08562  -0.82
Pt  1.72363  3.63436  0.03141  0.45
H  -3.92570  1.04709  0.27549  0.39
H  1.38841  -4.86892  -0.72842  0.19
C  -2.87681  -2.08515  1.66765  -0.61
O  -2.78991  2.67619  0.84290  -0.62
H  1.73351  0.93949  -1.55481  0.24
Sb  4.28520  6.07680  -0.31932  1.05
H  -2.98396  -1.23636  2.34556  0.22
C  -1.19464  -0.56006  0.56530  0.11
H  0.36231  -4.74656  -2.15000  0.19
C  -0.02863  -3.20815  -0.67406  -0.25
H  -2.74980  -2.98807  2.27078  0.20
Se  1.75875  6.12488  -0.36332  -0.62

⟨S²⟩	2.01
charge	-2
spin multiplicity	3

Density functional theory data (ωB97M-V/def2-TZVPD) for 2 unconnected molecules or ions with the total composition C2H9N2S.

Last column: natural (NBO) charge in e.
Geometry (Å):
S  1.61422  -0.22343  0.02275  0.16
H  -0.47986  0.92641  -0.18374  0.17
N  0.44385  0.53606  -2.50701  -0.95
H  -0.30295  0.84513  -1.77416  0.43
N  0.58527  -1.03806  2.39678  -0.81
H  0.54382  1.26926  -3.31083  0.46
H  -0.74743  0.60391  2.30076  0.23
H  -1.17189  -0.97508  1.60674  0.25
H  1.31851  0.40426  -1.78931  0.41
H  1.43129  -0.62983  2.63499  0.37
H  0.16231  -0.35576  -2.87720  0.44
C  0.08177  0.18683  0.37059  -0.25
H  0.25044  -1.47751  3.18941  0.38
C  -0.34921  -0.22860  1.74523  -0.31

charge	+1
spin multiplicity	1

These records have DFT total energy values of -10767.8989 -588.9822 Ha, in the order they appear.